{"formula": "C26H64F5NO8", "method": "ωB97M-V/def2-TZVPD", "e_lumo_ev": 0.40, "molar_mass_da": 613.8, "homo_ha": -0.3235, "smiles": "CCCCCOC[C@@H](N)CCCC(F)(F)C(F)(F)F.CCO.CCO.CCO.CCO.CCO.CCO.CCO", "total_charge": 0, "species": ["C", "C", "C", "C", "C", "O", "C", "C", "N", "C", "C", "C", "C", "F", "F", "C", "F", "F", "F", "H", "H", "H", "H", "H", "H", "H", "H", "H", "H", "H", "H", "H", "H", "H", "H", "H", "H", "H", "H", "H", "H", "C", "C", "O", "H", "H", "H", "H", "H", "H", "C", "C", "O", "H", "H", "H", "H", "H", "H", "C", "C", "O", "H", "H", "H", "H", "H", "H", "C", "C", "O", "H", "H", "H", "H", "H", "H", "C", "C", "O", "H", "H", "H", "H", "H", "H", "C", "C", "O", "H", "H", "H", "H", "H", "H", "C", "C", "O", "H", "H", "H", "H", "H", "H"], "positions_angstrom": [[3.245, 5.077, -3.820], [2.030, 4.159, -3.973], [0.990, 4.438, -2.887], [-0.322, 3.671, -3.084], [-0.350, 2.271, -2.445], [0.779, 2.051, -1.614], [0.595, 0.952, -0.758], [1.947, 0.460, -0.241], [2.623, 1.556, 0.429], [1.736, -0.772, 0.661], [1.459, -2.065, -0.125], [2.770, -2.662, -0.672], [2.588, -3.977, -1.408], [1.604, -4.744, -0.861], [3.743, -4.712, -1.352], [2.270, -3.811, -2.912], [2.018, -5.007, -3.481], [3.312, -3.257, -3.548], [1.192, -3.030, -3.094], [4.051, 4.803, -4.501], [3.621, 5.063, -2.795], [2.960, 6.108, -4.047], [2.337, 3.112, -3.919], [1.588, 4.346, -4.955], [0.764, 5.510, -2.924], [1.429, 4.240, -1.911], [-1.149, 4.263, -2.688], [-0.509, 3.551, -4.153], [-1.267, 2.164, -1.851], [-0.376, 1.491, -3.215], [0.089, 0.139, -1.296], [-0.047, 1.224, 0.095], [2.521, 0.151, -1.119], [2.172, 1.822, 1.295], [3.606, 1.382, 0.576], [0.900, -0.584, 1.341], [2.639, -0.901, 1.262], [0.833, -1.807, -0.981], [0.944, -2.800, 0.489], [3.451, -2.871, 0.154], [3.218, -1.937, -1.350], [-0.450, -0.644, -7.009], [0.038, 0.422, -6.046], [-0.411, 1.724, -6.418], [-0.112, -0.423, -8.022], [-0.082, -1.631, -6.723], [-1.542, -0.680, -7.023], [1.126, 0.467, -6.042], [-0.294, 0.198, -5.027], [-1.373, 1.713, -6.420], [1.352, 3.708, 4.944], [2.602, 3.549, 4.100], [2.311, 3.592, 2.704], [0.624, 2.935, 4.702], [1.584, 3.641, 6.008], [0.880, 4.676, 4.758], [3.060, 2.577, 4.280], [3.341, 4.319, 4.348], [1.917, 4.447, 2.507], [-2.173, -3.985, -4.009], [-1.678, -4.821, -5.176], [-0.384, -4.417, -5.607], [-2.198, -2.930, -4.283], [-3.174, -4.292, -3.702], [-1.504, -4.088, -3.151], [-2.336, -4.703, -6.036], [-1.664, -5.882, -4.906], [0.217, -4.527, -4.865], [-0.564, -0.822, 5.170], [-0.324, 0.171, 6.294], [-0.971, 1.414, 6.053], [-0.219, -0.409, 4.221], [-0.040, -1.761, 5.355], [-1.630, -1.040, 5.069], [0.739, 0.394, 6.382], [-0.660, -0.247, 7.250], [-1.919, 1.250, 5.978], [-5.538, 0.392, 3.445], [-4.209, 1.021, 3.813], [-4.190, 1.418, 5.188], [-6.351, 1.092, 3.640], [-5.564, 0.110, 2.392], [-5.722, -0.503, 4.045], [-4.035, 1.922, 3.229], [-3.383, 0.326, 3.624], [-4.341, 0.629, 5.719], [5.868, -7.484, 0.343], [4.793, -8.430, 0.843], [3.810, -7.756, 1.623], [6.357, -6.987, 1.182], [6.623, -8.016, -0.237], [5.433, -6.710, -0.293], [5.224, -9.191, 1.492], [4.310, -8.939, 0.002], [3.401, -7.088, 1.065], [-7.781, 4.546, 5.231], [-6.534, 4.423, 4.374], [-6.842, 4.513, 2.984], [-8.499, 3.769, 4.966], [-7.540, 4.455, 6.291], [-8.266, 5.512, 5.072], [-6.065, 3.452, 4.525], [-5.805, 5.196, 4.639], [-7.248, 5.370, 2.825]]}